Computed, not measured: a structure of composition C5H13N, with ωB97M-V with the def2-TZVPD basis set.

Values from the calculation:
HOMO-LUMO gap	0.3555	Ha
DFT total energy	-6882.0924	eV
relative energy (zero: lowest compared OMol25 entry of this formula, charge and spin)	396.1	kJ/mol
strongest force on any atom	3.8	eV/A

Each line ends with the Mulliken charge.
Cartesian coordinates (Å):
C1 0.603 -1.225 1.955  -1.49
C2 -0.249 -0.500 0.902  -0.14
C3 0.174 -0.799 -0.547  -0.62
C4 -0.428 0.111 -1.612  -0.49
C5 0.086 1.566 -1.651  -1.23
N1 -0.547 1.094 1.498  -0.72
H1 1.651 -0.913 1.795  0.36
H2 0.618 -2.267 1.774  0.41
H3 0.306 -0.959 2.964  0.40
H4 -1.277 -0.846 0.969  0.48
H5 0.040 -1.843 -0.847  0.35
H6 1.275 -0.743 -0.557  0.35
H7 -1.495 0.209 -1.343  0.24
H8 -0.335 -0.322 -2.610  0.37
H9 -0.524 2.143 -2.350  0.32
H10 1.100 1.600 -2.071  0.29
H11 0.114 1.976 -0.652  0.44
H12 -1.485 1.023 1.198  0.31
H13 0.373 0.696 1.184  0.35

***

Computed, not measured: a cluster of 2 separate species, C4H11PS2 in total, with ωB97M-V with the def2-TZVPD basis set.

Values from the calculation:
HOMO-LUMO gap	0.3516	Ha
DFT total energy	-35284.5871	eV
SMILES string	CP(S)S.C=CC
relative energy (zero: lowest compared OMol25 entry of this formula, charge and spin)	145.5	kJ/mol
strongest force on any atom	2.5	eV/A

Each line ends with the Mulliken charge.
Cartesian coordinates (Å):
C1 2.666 1.033 -1.153  -1.12
C2 -2.015 0.777 1.423  -1.02
C3 2.405 0.028 0.006  0.16
C4 1.718 -1.123 -0.051  -0.86
P1 -1.826 -0.327 -0.009  0.33
S1 -3.611 0.326 -1.036  -0.33
S2 -2.552 -2.027 1.075  -0.27
H1 2.185 1.951 -0.950  0.31
H2 3.677 1.324 -1.087  0.35
H3 2.441 0.851 -2.234  0.33
H4 -2.031 1.816 1.032  0.33
H5 -2.893 0.580 2.174  0.35
H6 -1.120 0.600 2.042  0.33
H7 -3.554 -0.438 -2.060  0.13
H8 2.885 0.534 0.857  0.26
H9 1.483 -1.269 -1.104  0.25
H10 1.670 -1.943 0.653  0.32
H11 -1.527 -2.695 0.423  0.15

***

Computed, not measured: a cluster of 9 separate species, C27H40B2Cl16FNOS2 in total, with ωB97M-V with the def2-TZVPD basis set.

Values from the calculation:
HOMO-LUMO gap	0.2873	Ha
DFT total energy	-258285.1359	eV
SMILES string	CB(O)B(CCCSC(=S)N(c1ccccc1)c1ccccc1)[C@H](C)F.ClCCl.ClCCl.ClCCl.ClCCl.ClCCl.ClCCl.ClCCl.ClCCl
strongest force on any atom	1.9	eV/A

Each line ends with the Mulliken charge.
Cartesian coordinates (Å):
C1 2.686 0.895 0.451  -1.01
B1 1.972 1.175 -0.940  -0.46
O1 0.999 2.172 -0.983  -0.55
B2 2.403 0.250 -2.277  0.95
C2 1.637 -1.008 -2.837  -0.68
C3 0.268 -1.308 -2.149  0.31
C4 0.547 -2.074 -0.841  0.67
S1 -0.922 -2.325 0.214  -0.18
C5 -1.114 -0.905 1.304  -0.14
S2 -0.952 -1.199 2.905  -0.15
N1 -1.378 0.369 0.778  1.53
C6 -1.549 1.399 1.778  -0.69
C7 -2.730 1.567 2.500  0.89
C8 -2.817 2.559 3.446  -0.77
C9 -1.759 3.466 3.678  -0.77
C10 -0.617 3.322 2.908  -0.65
C11 -0.506 2.278 1.988  -0.18
C12 -2.424 0.419 -0.218  -0.52
C13 -2.374 1.477 -1.128  -0.20
C14 -3.331 1.629 -2.119  -0.85
C15 -4.370 0.707 -2.222  -0.57
C16 -4.436 -0.327 -1.296  -0.92
C17 -3.483 -0.478 -0.296  -0.06
C18 3.746 0.659 -3.038  0.46
C19 3.778 2.179 -3.240  -0.73
F1 3.832 0.017 -4.288  -0.40
H1 2.054 0.229 1.052  0.09
H2 3.632 0.371 0.284  0.43
H3 2.843 1.802 1.042  0.36
H4 0.273 1.815 -1.509  0.24
H5 2.288 -1.867 -2.594  -0.17
H6 1.570 -1.012 -3.929  0.47
H7 -0.300 -1.937 -2.839  0.60
H8 -0.327 -0.410 -1.961  -0.37
H9 0.834 -3.084 -1.148  -0.31
H10 1.394 -1.642 -0.307  -0.24
H11 -3.575 0.908 2.334  -0.22
H12 -3.720 2.706 4.027  0.33
H13 -1.806 4.267 4.403  0.52
H14 0.212 4.012 3.009  0.41
H15 0.399 2.176 1.403  0.29
H16 -1.575 2.206 -1.047  0.54
H17 -3.254 2.470 -2.798  0.44
H18 -5.111 0.797 -3.006  0.42
H19 -5.251 -1.037 -1.384  0.47
H20 -3.552 -1.305 0.400  0.59
H21 4.579 0.292 -2.423  0.22
H22 2.791 2.510 -3.570  0.24
H23 4.107 2.671 -2.324  0.33
H24 4.508 2.390 -4.021  -0.13
C20 -6.550 0.151 3.596  -0.46
Cl1 -6.047 0.493 1.936  -0.10
Cl2 -5.308 -0.756 4.470  -0.12
H25 -6.724 1.089 4.110  0.33
H26 -7.459 -0.436 3.572  0.41
C21 -1.561 0.506 6.876  -0.34
Cl3 0.040 -0.221 7.099  -0.17
Cl4 -1.542 1.799 5.656  0.01
H27 -2.246 -0.265 6.540  0.13
H28 -1.890 0.915 7.825  0.39
C22 3.054 -5.067 -2.238  -0.17
Cl5 2.449 -4.269 -3.698  -0.11
Cl6 3.975 -3.955 -1.218  -0.14
H29 2.208 -5.440 -1.674  0.05
H30 3.700 -5.887 -2.530  0.39
C23 2.948 -2.073 3.801  -0.33
Cl7 3.747 -0.504 3.645  -0.16
Cl8 2.267 -2.630 2.269  -0.03
H31 3.677 -2.800 4.140  0.33
H32 2.142 -1.981 4.521  0.20
C24 7.717 2.588 -5.445  0.18
Cl9 8.952 3.738 -5.977  -0.17
Cl10 7.275 2.843 -3.752  -0.13
H33 6.834 2.718 -6.064  -0.24
H34 8.109 1.583 -5.552  0.34
C25 -0.462 -7.266 -2.912  -0.36
Cl11 0.414 -8.621 -2.192  -0.16
Cl12 -0.395 -5.825 -1.891  -0.05
H35 -0.011 -7.030 -3.870  0.26
H36 -1.499 -7.549 -3.042  0.33
C26 -7.888 -1.060 7.733  -0.26
Cl13 -8.457 -0.387 6.199  -0.13
Cl14 -7.016 0.139 8.691  -0.15
H37 -8.747 -1.401 8.298  0.32
H38 -7.222 -1.887 7.519  0.23
C27 4.158 4.622 -6.784  -0.30
Cl15 5.252 5.465 -5.684  -0.13
Cl16 4.562 2.905 -6.916  -0.15
H39 3.146 4.710 -6.407  0.25
H40 4.236 5.072 -7.767  0.34

***

Computed, not measured: a cluster of 2 separate species, C5H13NO in total, with ωB97M-V with the def2-TZVPD basis set.

Values from the calculation:
HOMO-LUMO gap	0.3827	Ha
DFT total energy	-8933.2950	eV
SMILES string	CCC(N)=O.CC
relative energy (zero: lowest compared OMol25 entry of this formula, charge and spin)	69.1	kJ/mol
strongest force on any atom	2.8	eV/A

Each line ends with the Mulliken charge.
Cartesian coordinates (Å):
C1 -4.052 0.729 0.803  -1.04
C2 -2.699 0.385 0.178  -0.60
H1 -4.828 0.676 0.043  0.28
H2 -4.211 -0.049 1.557  0.30
H3 -4.088 1.726 1.243  0.33
H4 -2.356 1.188 -0.463  0.35
H5 -2.904 -0.592 -0.273  0.28
H6 -1.890 0.250 0.889  0.11
C3 1.155 -0.244 0.770  0.22
C4 0.861 -1.761 0.869  -1.01
C5 1.805 0.272 -0.533  0.42
O1 2.680 1.087 -0.443  -0.58
N1 1.409 -0.281 -1.750  -0.45
H7 0.136 0.130 0.626  -0.35
H8 1.855 0.004 1.556  0.33
H9 1.591 -2.296 1.476  0.34
H10 0.810 -2.284 -0.086  0.32
H11 1.638 0.324 -2.526  0.27
H12 0.471 -0.663 -1.786  0.22
H13 -0.116 -1.941 1.326  0.28